16
Properties=species:S:1:pos:R:3:forces:R:3 method="wB97M-V/def2-TZVPD" e_above_lowest_kj_mol=130.7 charge=+1 e_homo_ev=-13.61 gap_ev=9.8 e_tot_ev=-7839.9622 smiles="[NH3+]CCCC=O"
N 1.49884 0.57071 1.85435 -0.6 -0.7 -0.5
C 0.27974 -0.37486 1.72280 -0.3 1.6 -2.0
C -0.56132 0.15162 0.52591 0.2 -0.3 0.7
C 0.23404 0.33024 -0.78628 -0.3 -0.8 0.3
C -0.48771 -0.20538 -2.07235 -0.9 2.6 1.9
O -1.51872 -0.79416 -1.94159 0.4 -0.7 -0.8
H 1.79976 0.82556 0.91034 0.3 -0.4 0.0
H 1.29939 1.47850 2.27250 -0.1 -0.3 0.7
H 2.21425 0.02416 2.32645 0.4 0.6 0.3
H 0.68599 -1.33093 1.39367 0.0 -0.2 0.9
H -0.28510 -0.28064 2.64337 0.2 -0.7 0.1
H -0.94996 1.13336 0.81280 -0.3 -0.2 0.0
H -1.41270 -0.52797 0.42412 0.1 0.1 -0.2
H 1.21456 -0.16938 -0.76772 0.1 0.3 0.0
H 0.30780 1.41341 -0.85921 0.6 0.0 -0.8
H -0.17817 0.40339 -2.94706 0.1 -1.1 -0.5


21
Properties=species:S:1:pos:R:3:forces:R:3 method="wB97M-V/def2-TZVPD" e_above_lowest_kj_mol=340.7 e_homo_ev=-10.69 gap_ev=10.6 e_tot_ev=-14557.9306 smiles=O.O.O.O.O.O.O
O 0.33056 1.26550 0.97235 2.1 4.8 -0.3
H 1.09014 1.21445 0.37900 -0.1 0.0 0.2
H -0.02708 0.45592 1.02623 -1.7 -4.7 0.5
O -2.57330 3.11274 -0.09508 -0.7 -1.6 -2.2
H -2.82165 3.54310 0.67648 -0.1 1.6 2.6
H -3.46379 2.79540 -0.34824 0.8 0.0 -0.4
O 2.35908 -2.58555 0.52162 1.3 -2.6 -1.8
H 2.94971 -3.40168 0.24600 -1.6 2.5 1.1
H 1.79367 -2.53282 -0.27753 0.3 0.1 0.7
O 5.42751 1.19796 -0.48121 0.3 -2.6 -2.1
H 5.31584 1.91691 0.07470 0.2 2.0 1.8
H 6.32548 0.82994 -0.45181 -0.5 0.6 0.3
O -1.00979 -0.04388 -1.20734 2.8 -1.0 -0.3
H 0.00392 -0.26952 -1.22925 -3.1 1.1 0.2
H -1.18421 0.59707 -0.51486 0.6 0.6 0.0
O -2.69850 -1.90311 -1.62982 0.1 -0.8 1.6
H -3.02991 -1.05125 -1.96377 0.7 -0.4 0.8
H -2.27905 -1.81743 -0.70564 -1.3 0.5 -2.8
O -2.34200 -1.22636 2.01445 0.6 -3.9 0.5
H -1.83817 -1.69996 1.32691 -0.3 -0.2 0.7
H -2.32845 -0.39743 1.66682 -0.3 4.1 -1.2